(1)
This record from the Open Molecules 2025 dataset describes a molecular structure, C17H24Br8ClN3 in a non-equilibrium geometry. The level of theory is ωB97M-V/def2-TZVPD.

Values from the calculation:
LUMO energy ... -1.07 eV

```
53
C17H24Br8ClN3 (ωB97M-V/def2-TZVPD)
N 3.482 -0.102 -2.324
C 2.430 0.775 -2.974
C 0.998 0.494 -2.271
C 0.284 1.721 -1.666
C -1.114 1.553 -0.950
C -1.706 0.121 -0.879
Cl -3.335 -0.150 -0.028
C -0.992 -1.162 -1.470
N -1.664 -2.414 -1.281
C -0.872 -3.452 -1.845
C 0.475 -3.278 -2.592
N 1.115 -2.023 -2.770
C 0.368 -0.952 -2.172
H 3.459 -1.025 -2.776
H 3.192 -0.177 -1.337
H 2.404 0.634 -4.107
H 2.781 1.860 -2.783
H 0.766 2.744 -1.725
H -1.626 2.468 -0.507
H -1.282 -4.523 -1.747
H 0.991 -4.222 -2.995
Br -1.296 0.800 3.251
C -2.127 -0.959 3.372
C -1.112 -2.021 3.714
Br -0.028 -2.489 2.162
H -2.635 -1.136 2.424
H -2.871 -0.868 4.165
H -1.610 -2.948 4.004
H -0.424 -1.722 4.504
Br 1.617 3.200 1.302
C 0.396 4.200 2.445
C -0.647 4.925 1.631
Br 0.092 6.522 0.794
H 1.006 4.866 3.056
H -0.070 3.451 3.087
H -1.452 5.287 2.273
H -1.071 4.316 0.834
Br 0.048 3.283 -3.700
C 0.529 3.837 -5.509
C 1.878 4.512 -5.533
Br 1.768 6.337 -4.858
H -0.278 4.473 -5.873
H 0.550 2.914 -6.092
H 2.240 4.609 -6.558
H 2.629 3.996 -4.935
Br -2.825 -5.127 5.878
C -1.552 -6.053 4.728
C -0.247 -6.302 5.443
Br 0.822 -4.675 5.548
H -1.440 -5.450 3.826
H -2.035 -6.997 4.470
H 0.367 -7.010 4.886
H -0.376 -6.664 6.463
```

(2)
This record from the Open Molecules 2025 dataset describes a single C9H18N2O molecule in a non-equilibrium geometry. The level of theory is ωB97M-V/def2-TZVPD.

Values from the calculation:
Structure (SMILES) ... CC(C)(C)C1CCN(N=O)CC1
LUMO energy ... 0.66 eV

```
30
C9H18N2O (ωB97M-V/def2-TZVPD)
C 2.073 1.442 0.181
C 1.434 0.408 -0.819
C 1.165 1.052 -2.219
C 2.302 -0.945 -1.022
C 0.001 -0.015 -0.174
C 0.116 -0.998 1.106
C -1.248 -1.280 1.654
N -2.438 -0.842 0.904
N -3.774 -1.098 1.060
O -4.104 -1.981 1.814
C -2.454 0.385 0.095
C -1.113 1.046 0.075
H 1.335 2.228 0.435
H 3.089 1.747 -0.127
H 2.270 1.130 1.168
H 0.369 0.444 -2.671
H 0.680 2.009 -1.934
H 2.217 1.202 -2.731
H 2.588 -1.424 -2.058
H 3.347 -0.629 -0.695
H 2.151 -1.906 -0.489
H -0.376 -0.874 -0.912
H 0.537 -1.988 0.965
H 0.767 -0.368 1.702
H -1.433 -2.312 1.951
H -1.297 -0.880 2.645
H -2.823 -0.059 -0.840
H -3.123 1.112 0.407
H -0.900 1.510 1.174
H -1.356 1.883 -0.645
```